# 1
Entry from OMol25: a cluster of 3 separate species, C4H12N2O2 in total (the ωB97M-V functional and the def2-TZVPD basis).

Computed properties:
Frontier orbital gap ... 8.8763 eV
DFT total energy ... -11413.6256 eV
Energy relative to the best compared isomer or geometry (same formula, charge and spin) ... 128.9 kcal per mole

```
! RIJCOSX wB97M-V def2-TZVPD def2/J DEFGRID3
* xyz 0 1
O -0.150 -1.431 0.151
O 1.151 -0.307 -1.320
N -1.061 -0.349 2.304
N -1.510 0.725 1.687
C 2.300 -0.829 -0.661
C -0.058 -0.535 -0.717
C -1.171 -0.279 -1.709
C -0.124 1.570 0.527
H -0.503 -0.113 3.122
H 2.452 -0.339 0.305
H -2.091 0.397 0.916
H 0.346 1.741 -0.438
H 0.723 1.543 1.213
H 3.142 -0.615 -1.318
H -0.696 2.481 0.697
H -2.133 -0.236 -1.201
H -0.994 0.643 -2.257
H 2.204 -1.905 -0.507
H -0.630 -1.055 1.627
H -1.195 -1.108 -2.419
*
```

---

# 2
Entry from OMol25: a cluster of 2 separate species, C4H9N in total (the ωB97M-V functional and the def2-TZVPD basis).

Computed properties:
Frontier orbital gap ... 8.1861 eV
DFT total energy ... -5779.3595 eV
Energy relative to the best compared isomer or geometry (same formula, charge and spin) ... 102.7 kcal per mole

```
! RIJCOSX wB97M-V def2-TZVPD def2/J DEFGRID3
* xyz 0 1
N -0.227 0.578 0.383
C 0.548 -0.865 -1.601
C -1.365 1.095 0.763
C 1.217 0.786 0.508
C 0.543 -0.303 -0.225
H 0.688 -0.077 -2.362
H -1.363 1.869 1.520
H 1.368 -1.587 -1.699
H -2.280 0.681 0.356
H -0.677 -1.602 1.141
H 1.618 1.675 -0.005
H -0.392 -1.392 -1.811
H 1.625 0.612 1.508
H -1.301 -1.469 1.525
*
```

---

# 3
Entry from OMol25: a cluster of 6 separate species, C33H71NO16 in total (the ωB97M-V functional and the def2-TZVPD basis).

Computed properties:
SMILES ... CCOCCOCCOCC1=C(CCN)C(=O)OC1=O.COCCOC.COCCOC.COCCOC.COCCOC.COCCOC
Frontier orbital gap ... 8.5065 eV
DFT total energy ... -69614.9038 eV

```
! RIJCOSX wB97M-V def2-TZVPD def2/J DEFGRID3
* xyz 0 1
O 5.181 -6.072 3.374
O -3.734 -4.065 -1.472
O -2.165 5.568 5.925
O 1.462 2.917 2.183
O 3.024 -2.074 -0.711
O -4.014 6.186 -0.741
O 2.276 -0.606 -5.356
O 0.009 3.253 -0.778
O -4.602 8.552 0.918
O 2.523 -1.282 -8.208
O 1.430 0.480 -2.338
O 0.936 -1.445 2.199
O 1.180 0.732 2.679
O 4.975 -5.715 6.285
O -1.983 4.977 3.039
O -3.412 -6.731 -2.669
N -2.815 -1.869 1.265
C 6.587 -6.164 3.500
C 3.042 0.013 -8.443
C 3.950 -4.060 0.260
C -3.127 -6.119 -3.913
C 0.889 1.891 1.992
C 1.550 1.863 -2.070
C 5.235 -4.335 6.114
C 3.935 -6.205 5.456
C -5.888 8.612 0.334
C -2.131 4.007 4.064
C -0.285 0.252 0.912
C 4.472 -6.937 4.246
C -1.575 -1.943 0.479
C -3.663 7.048 -1.805
C -2.595 6.877 5.607
C -3.364 6.500 0.485
C -3.408 -5.242 -0.750
C -4.265 7.270 1.422
C 0.626 -0.322 1.961
C -0.819 2.687 0.214
C 0.145 2.448 -1.945
C -2.635 -6.230 -1.595
C 3.170 -1.974 -7.154
C -5.071 -4.034 -1.939
C 2.923 -0.664 -0.779
C 2.374 -1.923 -5.869
C 4.016 -2.537 0.199
C -1.146 -0.554 -0.010
C 2.656 -0.228 -2.220
C 1.030 0.017 -5.613
C -2.886 4.548 5.257
C -0.698 5.585 3.017
C -0.143 1.582 0.970
H -4.316 -5.714 -0.360
H 0.243 -0.415 -4.986
H -1.866 7.568 6.026
H 4.172 -1.564 -6.985
H 3.829 -0.203 -0.369
H -5.338 -4.960 -2.453
H 2.075 2.039 -1.121
H -0.752 6.454 2.362
H -2.782 -2.500 2.054
H -4.349 6.847 -2.626
H -2.787 -4.946 0.102
H -0.380 5.909 4.010
H 3.336 -6.901 6.052
H 0.045 4.887 2.619
H -1.151 3.635 4.381
H 2.077 -0.335 -0.164
H -0.557 1.608 -1.915
H -3.133 -5.029 -3.838
H -2.347 -7.079 -0.969
H -2.640 6.854 -2.145
H 2.126 2.356 -2.864
H -5.172 6.689 1.625
H -6.043 7.805 -0.386
H 4.031 -0.042 -8.911
H -0.601 -0.661 -0.956
H 7.017 -5.325 2.954
H 1.377 -2.345 -6.032
H 5.112 -7.766 4.565
H 3.839 -2.091 1.185
H 1.137 1.070 -5.356
H -1.720 -5.760 -1.970
H -3.083 5.561 0.965
H -0.119 3.071 -2.802
H -1.717 -2.574 -0.404
H -2.451 7.072 0.292
H 5.359 -4.075 5.060
H -2.051 0.020 -0.221
H -5.770 -3.870 -1.112
H -2.153 -6.445 -4.294
H -2.694 3.167 3.643
H 2.563 -1.116 -2.843
H -2.652 7.031 4.526
H -3.043 3.734 5.971
H 3.475 0.376 -2.626
H 5.000 -2.194 -0.149
H -5.967 9.569 -0.181
H 2.881 -2.536 -5.115
H -3.739 7.415 2.371
H 3.105 -4.399 -0.342
H -3.748 8.100 -1.518
H 3.631 -7.355 3.684
H -1.067 3.482 0.923
H 2.359 0.517 -9.124
H -3.900 -6.433 -4.612
H -6.669 8.561 1.101
H 3.117 0.591 -7.519
H 0.748 -0.071 -6.665
H 6.904 -6.109 4.544
H 4.428 -3.729 6.538
H 3.815 -4.419 1.279
H -0.786 -2.404 1.069
H 4.849 -4.514 -0.157
H 6.959 -7.097 3.061
H 6.158 -4.112 6.647
H -1.762 2.322 -0.210
H -3.868 4.915 4.940
H -3.576 7.086 6.049
H -3.601 -2.151 0.691
H -5.152 -3.203 -2.637
H 3.279 -3.018 -7.461
H 3.284 -5.386 5.135
*
```

---

# 4
Entry from OMol25: an isolated molecule of C6H12O (the ωB97M-V functional and the def2-TZVPD basis).

Computed properties:
SMILES ... CCC(C=O)CC
Frontier orbital gap ... 10.7279 eV
DFT total energy ... -8463.6051 eV
Energy relative to the best compared isomer or geometry (same formula, charge and spin) ... 17.3 kcal per mole

```
! RIJCOSX wB97M-V def2-TZVPD def2/J DEFGRID3
* xyz 0 1
O -0.959 2.193 0.619
C -2.436 -0.804 0.410
C 2.552 0.686 0.048
C -0.055 -0.015 0.244
C -1.134 -0.953 -0.372
C -0.395 1.416 -0.113
C 1.375 -0.297 -0.270
H -0.008 1.777 -1.092
H 3.219 0.115 0.714
H -1.290 -0.741 -1.442
H 1.303 -0.309 -1.359
H -3.283 -1.340 -0.032
H -0.797 -1.993 -0.343
H -2.292 -1.176 1.432
H 3.146 0.942 -0.858
H 2.191 1.634 0.498
H 1.659 -1.292 0.104
H -0.126 -0.105 1.343
H -2.669 0.262 0.471
*
```